This record from the Open Molecules 2025 dataset describes C38H50ClFeN3O4SbSe4 as an isolated structure. The level of theory is ωB97M-V/def2-TZVPD.

Each line ends with the Mulliken spin population.
Cartesian coordinates (Å):
H1 -2.51391 -0.50943 -0.61748  0.040
C1 2.06149 1.57674 -3.76171  -0.005
Sb1 3.66250 1.46816 2.33043  -0.009
C2 -2.26293 1.94508 -2.22128  -0.007
H2 -2.73957 2.35547 -4.30764  0.000
H3 2.71754 -1.98485 0.55763  -0.008
H4 1.18339 -4.82838 1.88514  0.000
H5 -1.88606 1.06187 -1.69042  0.032
H6 2.00760 1.09173 -4.73767  -0.001
H7 3.68691 -2.25036 2.01247  -0.002
C3 0.31963 -2.88251 1.75520  0.023
C4 1.71599 0.57317 -2.65640  -0.009
H8 -3.97859 -2.98396 0.35873  0.000
C5 -1.31706 4.22192 -2.68077  -0.003
C6 -0.72181 3.14708 -0.61623  -0.040
H9 0.70977 6.32288 1.65087  0.000
C7 1.27119 -3.23397 -3.93595  0.001
C8 -3.84900 -1.31363 1.66995  -0.002
H10 -4.34314 1.36748 -2.07129  0.000
C9 -1.42413 1.94786 3.83625  -0.003
H11 -1.58698 -0.79771 5.77478  0.000
H12 3.38062 -3.30623 -2.25562  0.000
H13 0.95689 3.29681 1.44740  0.046
H14 0.68598 6.20671 -0.85234  0.001
C10 -1.93934 -2.79875 0.85537  -0.001
N1 -0.85276 2.03482 0.24308  0.000
H15 1.16478 -4.91815 -1.27166  0.001
C11 0.32448 -4.25758 1.55862  0.003
Fe1 0.21053 0.14419 -0.18717  2.368
Se1 1.76005 0.75841 0.85629  0.328
C12 -0.80002 -2.12770 1.34124  -0.054
C13 2.77968 -2.55073 1.49037  0.049
C14 1.79628 -2.76349 3.79726  -0.004
O1 0.91518 1.03218 -1.78841  -0.030
H16 2.66639 -2.25070 4.20575  0.004
H17 -0.54146 6.19114 -2.97511  0.000
N2 1.50567 -4.05558 -1.69119  0.000
Se2 2.96824 3.08480 4.03662  0.102
O2 0.77990 -1.94600 -0.81509  -0.039
C15 0.56401 5.30600 2.00800  0.001
H18 -1.19871 -1.87557 3.62179  0.001
H19 1.40924 2.44876 -3.70798  -0.001
C16 -1.25350 -0.79768 3.68798  0.006
H20 -0.70692 -5.96644 0.76133  0.000
H21 2.76674 3.69189 -0.11689  -0.011
O3 2.19254 -0.55491 -2.67111  0.002
C17 2.42691 4.52547 0.50250  0.089
C18 -1.20468 1.35937 2.57495  0.025
H22 -0.48463 5.18902 2.28485  0.001
H23 1.17362 5.15640 2.90065  -0.001
H24 -3.77219 -1.83463 2.62352  0.000
H25 -2.72017 -4.67262 0.21090  0.000
Cl1 3.73730 2.11691 -3.51596  -0.001
C19 1.55653 -2.27309 2.36999  -0.018
H26 -3.76163 2.30391 -0.68902  0.000
H27 -4.90037 -1.10763 1.47388  0.000
H28 -2.66192 0.64296 -3.88686  0.000
C20 0.10702 5.33640 -1.12417  0.002
H29 -1.47388 3.02625 3.88872  -0.001
H30 -2.85469 -1.93911 -1.59067  0.001
C21 -1.47155 -0.18821 4.89092  -0.010
C22 -1.17432 2.26753 1.47636  0.010
H31 -1.47147 3.28818 1.73048  0.001
Se3 4.78321 -0.29765 3.62951  0.201
H32 2.51524 5.43294 -0.09186  -0.012
C23 -1.53331 1.20446 4.98043  0.015
C24 -0.73767 -4.90136 0.95864  -0.006
H33 1.42031 -1.18598 2.44285  0.019
C25 0.98483 4.27973 0.95301  0.002
C26 0.52728 -3.42565 -2.61084  -0.007
C27 -3.70418 2.19636 -1.77192  0.000
H34 3.08366 4.61782 1.37122  -0.009
C28 2.36754 -4.29767 -3.87450  0.000
H35 1.52026 -3.24219 -0.92746  0.005
C29 -1.05432 -0.06010 2.49667  0.033
C30 0.15849 -2.08570 -1.91134  -0.017
H36 -4.08486 3.10943 -2.22784  0.000
H37 0.94069 -2.54196 4.43200  -0.002
C31 -3.20657 -1.33881 -0.75263  -0.016
H38 -1.66799 1.68736 5.93433  0.001
O4 -0.67178 -1.31498 -2.35439  0.005
C32 -0.58372 5.33444 -2.31705  0.002
H39 1.98610 -3.83382 3.81781  0.001
H40 0.60382 -3.33513 -4.78988  0.000
H41 -1.84565 4.21393 -3.62217  0.000
C33 -1.39842 3.12199 -1.84501  -0.015
H42 3.33783 -5.07588 -2.04636  0.000
C34 -1.86156 -4.16813 0.63551  0.004
C35 -3.27428 -2.15758 0.53091  0.004
H43 -1.17226 1.57096 -4.04557  0.000
H44 1.95626 -5.28500 -4.10009  0.000
H45 1.72204 -2.23902 -3.95169  0.000
H46 3.19065 -4.09214 -4.55464  0.000
N3 -0.75093 -0.70464 1.34455  -0.046
H47 -3.33567 -0.35934 1.75830  -0.001
C36 2.78814 -4.21011 -2.41282  0.000
Se4 5.52367 2.56571 1.13771  0.936
C37 0.08123 4.24839 -0.25895  0.017
H48 2.86340 -3.60891 1.24057  0.002
H49 -0.37797 -4.02853 -2.71850  -0.001
C38 -2.20739 1.61620 -3.71091  0.000
H50 -4.18333 -0.92737 -1.00180  0.000

Cartesian forces (eV/Å) of the 3 atoms listed first:
-0.06 -0.02 -0.04
-0.23 -0.13 0.12
0.53 0.07 2.49

⟨S²⟩: 6.068
Multiplicity: 5
Net charge: -1
Relative energy (zero: lowest compared OMol25 entry of this formula, charge and spin), kcal/mol: 44.8



This record from the Open Molecules 2025 dataset describes C38H50ClO4S3SiY as an isolated structure. The level of theory is ωB97M-V/def2-TZVPD.

Each line ends with the Löwdin charge.
Cartesian coordinates (Å):
H1 0.78164 -4.09234 1.16848  0.096
C1 -3.54810 -1.61972 0.45184  -0.111
C2 2.53281 -0.07061 2.63655  -0.522
H2 2.67141 -2.79106 0.56630  0.052
H3 -4.66581 1.27617 5.60656  0.100
H4 3.47197 -4.81884 -0.56345  0.074
H5 -1.25027 3.82392 5.17987  0.103
C3 3.12612 -3.97973 -1.17158  -0.548
H6 3.17428 0.54820 0.67248  -0.014
H7 -0.61152 2.63378 3.14779  0.071
H8 4.74772 -1.43795 -2.22740  0.043
H9 4.54584 0.42044 3.27564  0.081
H10 2.08192 -4.18129 -1.41995  0.076
O1 1.37160 3.52983 -0.74940  -0.416
Y1 0.54100 1.42154 0.22811  1.462
H11 -0.80645 -2.56336 -2.75275  0.091
S1 4.12431 -4.06347 -2.68383  0.868
H12 -2.27463 5.50863 -2.90727  0.087
H13 -1.68102 -1.47070 -1.68370  0.063
H14 3.28359 1.17601 -2.90902  0.066
H15 2.11729 -3.01095 -3.47162  0.040
C4 -0.70445 -1.62355 3.72307  -0.100
C5 -3.29253 -0.30998 0.85744  -0.322
O2 1.55173 3.89586 1.55465  -0.316
C6 3.24515 -2.70221 -0.35934  -0.499
C7 3.83364 0.26883 -3.17470  -0.539
C8 -0.98769 0.89379 -3.03229  -0.223
H16 2.86929 1.86403 1.77245  0.035
H17 1.00821 -4.54374 3.59747  0.101
H18 1.96758 -0.05760 4.74335  0.080
C9 -2.06131 2.69993 -1.81401  -0.054
Cl1 0.81822 4.29461 0.39531  0.654
H19 -1.12383 -0.94135 4.45547  0.103
H20 -4.87425 -2.97876 -0.54289  0.101
H21 -2.31982 -1.83179 -4.66993  0.080
H22 2.25863 1.54528 4.05389  0.086
C10 -1.85796 2.99649 4.83490  -0.082
H23 0.04530 -2.95480 5.22406  0.105
C11 4.12506 -0.58697 -1.95331  -0.511
H24 -1.80221 5.30277 -1.22107  0.074
C12 -1.49852 2.30838 3.68383  -0.124
H25 -6.53902 -1.22927 -1.08834  0.099
C13 3.66331 -2.11329 -4.70005  -0.531
H26 4.28068 -2.51389 -0.07198  0.085
C14 -0.32885 3.19277 -3.37813  -0.044
S2 2.60833 -1.24462 -1.22113  0.847
C15 -0.25955 -2.23755 1.46648  -0.149
H27 -2.45515 -0.11928 -5.09527  0.085
H28 -3.17852 -0.72262 -3.60019  0.080
C16 -0.83054 -1.32789 2.36484  -0.309
C17 -1.49622 5.11466 -2.24946  -0.044
H29 0.54398 1.51919 -4.39579  0.095
C18 -2.31912 -0.81698 -4.26754  -0.051
C19 -3.39700 0.88409 3.92703  -0.105
C20 -1.29366 3.64738 -2.48970  -0.291
C21 3.96877 -0.46243 2.98726  -0.086
C22 -4.26132 0.65630 0.56139  -0.134
H30 -4.10820 1.68288 0.88252  0.103
H31 4.67142 0.00564 -1.21440  0.085
H32 -0.17661 -0.66714 -4.21398  0.102
C23 -0.84841 -1.53386 -2.38457  -0.081
H33 0.09072 -1.36168 -1.86340  -0.007
H34 4.47214 -0.91396 2.12798  0.059
H35 -2.54538 0.63329 -1.55892  0.093
H36 0.30623 3.91132 -3.88350  0.121
H37 2.81806 -4.09170 -4.66745  0.065
H38 4.00346 -1.17444 3.81645  0.074
C24 -2.25077 1.23346 3.20808  -0.316
H39 0.77124 0.67457 3.67973  0.037
H40 -3.28590 3.16118 6.42917  0.099
C25 1.84381 0.55481 3.84631  -0.086
H41 -2.79144 3.01773 -1.07819  0.119
H42 -0.58182 5.67488 -2.44215  0.081
C26 3.04870 -3.30556 -3.94709  -0.528
H43 -4.01617 0.06056 3.58176  0.106
H44 4.72694 -2.00776 -4.47931  0.071
C27 0.50064 -3.65203 3.25034  -0.088
H45 3.59688 -2.29968 -5.77202  0.064
C28 -5.41614 0.33459 -0.13189  -0.088
Si1 -1.67743 0.25312 1.68546  0.676
H46 -6.14714 1.10410 -0.34890  0.102
H47 4.78821 0.59873 -3.59119  0.082
C29 0.38099 -3.39253 1.89397  -0.108
H48 -0.33334 -2.05971 0.40211  0.071
O3 0.83026 5.67150 0.14685  -0.236
C30 -4.70366 -1.95166 -0.24278  -0.091
H49 -2.83881 -2.40446 0.68930  0.091
C31 -2.99718 2.62581 5.53328  -0.093
C32 -1.01329 -0.54116 -3.51821  -0.387
S3 2.83717 -0.51758 -4.46211  0.847
C33 -0.17463 1.84072 -3.64871  -0.033
C34 -0.04078 -2.75906 4.16187  -0.079
C35 -3.76962 1.56824 5.07254  -0.089
C36 -5.63782 -0.97420 -0.54483  -0.096
O4 -0.53162 3.75347 0.54710  -0.407
C37 -1.90214 1.34444 -2.06625  -0.067
H50 1.98859 -0.99221 2.38769  0.093
C38 2.47271 0.89108 1.44590  -0.319

Cartesian forces (eV/Å) of the 3 atoms listed first:
0.00 0.00 0.01
0.09 -0.03 0.04
-0.05 -0.06 0.00

Relative energy (zero: lowest compared OMol25 entry of this formula, charge and spin), kcal/mol: 35.3



This record from the Open Molecules 2025 dataset describes C38H50ErN3PS as an isolated structure. The level of theory is ωB97M-V/def2-TZVPD.

Each line ends with the Mulliken spin population.
Cartesian coordinates (Å):
C1 0.24988 -4.06853 0.87356  0.001
H1 -1.32737 -0.39360 4.98537  0.000
H2 -1.66954 2.63845 3.42881  0.000
H3 -3.20647 2.25525 0.13099  0.000
P1 -0.17059 -1.82803 2.65870  0.012
C2 2.23865 -3.02315 1.87245  0.000
H4 2.80871 0.35838 2.07990  0.000
H5 -2.53523 3.34272 -1.07623  0.000
N1 -2.29254 -1.05642 -0.92747  -0.004
H6 -2.39102 -4.21373 2.03315  0.000
C3 2.59054 3.06618 0.44000  -0.002
C4 3.09122 -0.59483 -1.03301  0.007
H7 0.95800 -4.85773 0.60013  0.000
C5 -4.50042 -2.45902 -1.82592  0.000
H8 -1.57931 0.89305 3.29360  -0.001
C6 -0.79693 1.98866 1.59124  0.020
C7 4.47627 -0.71016 -1.13806  -0.001
H9 0.77304 2.25518 3.86867  0.000
H10 -2.00061 -2.02400 4.07754  0.000
H11 -0.23335 -0.79420 6.30184  0.000
H12 -3.13463 -4.03155 3.61035  0.000
C8 -0.84736 2.05940 -2.94856  0.001
C9 4.67961 -0.06709 1.15360  0.000
H13 -3.79542 -4.04212 -0.53186  0.000
H14 -3.70013 -1.00036 3.03194  0.000
N2 -1.40132 1.08207 -2.23913  -0.001
C10 -1.10798 2.66236 0.39320  -0.013
H15 2.34976 -2.63782 0.85710  0.000
C11 0.61222 2.00330 1.75528  -0.025
H16 -1.42230 -4.41978 3.49756  0.000
C12 1.09771 -1.71095 -4.20376  0.000
H17 4.91812 -1.02441 -2.07793  0.000
H18 -2.79497 1.77269 2.38232  0.000
H19 -0.65205 4.28370 -1.83393  0.000
C13 -3.45487 1.47945 -3.34258  0.000
H20 5.26069 0.15134 2.04330  0.000
C14 -3.10353 -0.52331 -1.84426  -0.001
C15 0.79778 -0.94941 -1.99513  0.002
H21 -1.04897 3.59759 -4.42436  0.000
H22 0.58934 5.05296 -0.85333  0.000
H23 -4.85307 -0.74321 -3.05667  0.000
C16 -1.75837 1.80193 2.72601  -0.001
C17 0.75753 -3.35786 2.13626  -0.003
C18 -0.27769 -0.57699 5.22917  0.000
C19 1.86893 -1.78528 4.72425  0.000
C20 -1.54825 2.80813 -3.87204  0.000
H24 1.04721 3.82148 -2.01596  0.000
C21 -2.65895 0.75390 -2.47681  0.002
H25 0.26689 0.35418 5.06371  0.000
C22 -4.22169 -1.18906 -2.29846  0.000
H26 0.22580 -3.39748 0.01454  0.000
H27 -4.50072 1.22744 -3.48451  0.000
H28 2.32498 2.11377 3.04719  0.000
H29 -2.83425 3.91583 0.56566  0.000
H30 -3.49610 3.12279 -4.72444  0.000
H31 -0.72468 -4.53858 0.99340  0.000
C23 5.27340 -0.44558 -0.04370  0.000
C24 -3.63926 -3.03711 -0.91345  0.000
C25 0.27573 4.09884 -1.28956  0.000
C26 -2.22336 -3.83361 3.04148  0.000
C27 2.15325 -0.93737 -2.12170  -0.013
C28 -1.94674 -2.32657 3.04339  -0.002
H32 2.71436 4.13826 0.63019  0.000
C29 -2.89177 2.53576 -4.04138  0.000
H33 2.83274 -3.94300 1.93915  0.000
C30 1.29931 1.73622 3.05932  0.003
H34 -2.70409 -0.78548 1.62610  0.001
H35 3.27191 2.53939 1.10232  0.000
C31 0.20626 -1.40220 -3.22893  0.003
C32 -2.56214 -2.28971 -0.48513  0.001
H36 2.34486 -2.70593 4.37688  0.000
N3 2.52759 -0.19226 0.11707  -0.008
H37 0.68454 -4.04397 2.98256  0.000
H38 0.90043 -2.08039 -5.20840  0.000
H39 -0.86561 -1.50861 -3.38910  0.000
Er1 -0.06076 0.19260 -0.04147  3.028
H40 2.68136 -2.29160 2.55209  0.000
H41 2.02505 -1.72418 5.80718  0.000
C33 1.16382 2.66896 0.64807  -0.004
H42 2.39425 -0.92993 4.27581  0.000
H43 2.92322 2.88060 -0.58472  0.000
H44 1.33721 0.68252 3.33322  0.000
C34 -3.06856 -1.53424 2.31355  0.002
S1 2.69839 -1.44493 -3.67691  -0.001
H45 -1.89358 -2.69434 0.25917  -0.002
C35 0.10359 3.09063 -0.18946  0.005
H46 -0.06816 -2.66627 4.82364  0.000
C36 -2.48782 3.05978 -0.01996  -0.001
C37 0.36304 -1.74061 4.45047  -0.002
H47 -5.36882 -2.99982 -2.19342  0.000
C38 3.31317 0.04816 1.17474  -0.001
H48 -3.72600 -2.20091 1.74482  0.000
H49 0.20353 2.24743 -2.76154  -0.001
H50 6.35451 -0.53224 -0.12065  0.000

Cartesian forces (eV/Å) of the 3 atoms listed first:
0.00 -0.11 0.12
0.12 -0.08 0.01
-0.04 -0.03 -0.03

⟨S²⟩: 3.753
Multiplicity: 4
Net charge: +1



Calculated E in order - -13513.2299, -3761.2951, -3396.7338 Eh
Calculated F_max in order - 7.1, 0.6, 1.1 eV Å⁻¹